ORCA calculation (ωB97M-V/def2-TZVPD) on C5H11NO in the gas phase at a distorted geometry.

The electronic energy comes out at -327.060363 hartree. Its SMILES is CNCCCC=O. As for the spin multiplicity: 1. The value obtained for the relative energy (zero: lowest compared OMol25 entry of this formula, charge and spin) is 1.932 eV. The largest force on an atom comes out at 1.8 eV Å⁻¹.

```
18
Properties=species:S:1:pos:R:3:nbo_charge:R:1
O -0.497 -2.199 1.713 -0.519
C 0.536 -1.596 1.592 0.444
C 0.631 -0.106 1.469 -0.523
C 0.938 0.093 -0.062 -0.401
C -0.398 -0.034 -0.861 -0.237
C -0.271 2.122 -2.097 -0.424
N -1.010 1.265 -1.108 -0.611
H 1.531 -2.062 1.590 0.103
H -0.276 0.442 1.722 0.230
H 1.333 0.392 2.144 0.227
H 1.759 -0.563 -0.367 0.205
H 1.311 1.086 -0.260 0.213
H -0.158 -0.659 -1.729 0.165
H -1.051 -0.662 -0.249 0.212
H 0.743 2.114 -1.730 0.188
H -0.300 1.854 -3.155 0.174
H -0.743 3.105 -2.055 0.201
H -1.890 1.072 -1.579 0.353
```

***

ORCA calculation (ωB97M-V/def2-TZVPD) on a molecular structure, C32H49Cl3CuN3O2SbSi3.

The electronic energy comes out at -5693.491315 hartree. Its total charge is -1. As for the spin multiplicity: 1. The value obtained for the relative energy (zero: lowest compared OMol25 entry of this formula, charge and spin) is 0.000 eV. The largest force on an atom comes out at 0.5 eV Å⁻¹.

```
94
Properties=species:S:1:pos:R:3:lowdin_charge:R:1
Cu -0.452 -1.076 0.440 0.197
Cl -3.882 -4.644 6.213 0.597
C -3.008 -4.102 4.793 -0.694
C -2.213 -2.975 4.861 -0.164
C -1.536 -2.550 3.731 -0.568
Cl -0.559 -1.114 3.861 0.747
C -1.604 -3.195 2.467 -0.517
O -1.013 -2.797 1.408 -0.160
C -2.436 -4.353 2.487 -0.580
Cl -2.599 -5.253 1.007 0.685
C -3.119 -4.800 3.603 -0.160
H -2.116 -2.423 5.787 0.096
H -3.738 -5.684 3.536 0.096
C 1.034 1.358 -3.503 -0.323
Sb 0.152 1.361 -1.501 1.435
C -0.343 -0.687 -1.653 -0.520
C 0.651 -1.675 -2.057 -0.402
C 2.060 -1.525 -2.018 -0.074
C 2.884 -2.589 -2.308 -0.091
C 2.339 -3.813 -2.684 -0.107
C 0.957 -3.870 -2.781 -0.159
N 0.146 -2.859 -2.500 0.077
Si -1.969 -1.074 -2.474 0.415
C -1.812 -1.138 -4.358 -0.190
C -3.217 0.361 -2.260 -0.194
C -2.908 -2.587 -1.890 -0.184
C 1.999 1.565 -0.097 -0.516
C 2.498 0.244 0.447 -0.411
C 3.872 -0.037 0.537 -0.068
C 4.321 -1.245 1.026 -0.064
C 3.392 -2.180 1.447 -0.058
C 2.060 -1.822 1.403 -0.108
N 1.611 -0.642 0.941 0.077
Si 3.267 2.543 -1.115 0.422
C 4.692 3.288 -0.123 -0.187
C 2.517 4.063 -1.936 -0.190
C 4.124 1.543 -2.453 -0.167
Si 1.477 2.562 1.445 0.427
C 2.882 2.474 2.689 -0.164
C 1.112 4.359 1.040 -0.188
C -0.003 1.966 2.414 -0.182
H 0.144 1.295 -4.135 -0.012
H 1.627 0.465 -3.680 -0.008
H 1.595 2.247 -3.780 -0.018
H 2.492 -0.572 -1.746 0.061
H 3.960 -2.464 -2.247 0.099
H 2.955 -4.675 -2.900 0.080
H 0.470 -4.782 -3.117 0.098
H -1.597 -0.142 -4.762 0.011
H -2.761 -1.475 -4.793 0.022
H -1.023 -1.821 -4.683 0.018
H -2.750 1.349 -2.222 -0.012
H -3.830 0.249 -1.362 0.006
H -3.900 0.350 -3.118 0.025
H -2.730 -3.430 -2.563 0.025
H -3.986 -2.396 -1.837 0.024
H -2.553 -2.890 -0.900 -0.009
H 4.591 0.711 0.237 0.068
H 5.384 -1.451 1.081 0.105
H 3.680 -3.155 1.815 0.102
H 1.293 -2.505 1.752 0.096
H 4.340 4.083 0.540 0.021
H 5.401 3.733 -0.830 0.034
H 5.237 2.564 0.486 0.020
H 2.371 4.865 -1.215 0.008
H 1.561 3.884 -2.424 -0.001
H 3.218 4.424 -2.696 0.039
H 4.691 0.695 -2.064 0.029
H 4.829 2.209 -2.963 0.037
H 3.430 1.157 -3.197 0.000
H 3.829 2.870 2.327 0.007
H 3.043 1.429 2.979 0.039
H 2.600 3.026 3.591 0.033
H 1.999 4.956 0.821 0.013
H 0.616 4.803 1.910 0.033
H 0.427 4.427 0.190 0.026
H -0.187 0.901 2.284 -0.046
H -0.910 2.497 2.121 0.019
H 0.185 2.149 3.477 0.037
C -3.546 2.803 0.712 -0.042
N -4.020 1.495 1.135 -0.142
C -5.401 1.385 1.568 -0.056
C -3.195 0.421 1.049 -0.482
C -3.772 -0.932 1.375 0.031
O -2.031 0.561 0.682 -0.068
H -4.307 3.280 0.093 0.089
H -2.636 2.684 0.128 0.063
H -3.332 3.445 1.570 0.088
H -5.743 2.370 1.880 0.084
H -5.500 0.712 2.418 0.084
H -6.058 1.032 0.767 0.092
H -4.722 -1.093 0.862 0.092
H -3.937 -1.032 2.451 0.098
H -3.059 -1.688 1.059 0.060
```

***

ORCA calculation (ωB97M-V/def2-TZVPD) on C4H7NO2 in the gas phase at a distorted geometry.

The electronic energy comes out at -361.810078 hartree. Its SMILES is C[C@H]1CNC(=O)O1. As for the spin multiplicity: 1. The value obtained for the relative energy (zero: lowest compared OMol25 entry of this formula, charge and spin) is 1.926 eV. The largest force on an atom comes out at 3.3 eV Å⁻¹.

```
14
Properties=species:S:1:pos:R:3:nbo_charge:R:1
C 0.563 1.434 -0.780 -0.648
C -0.577 0.678 -0.094 0.110
C -0.447 -1.004 -0.584 -0.247
N 0.186 -1.661 0.533 -0.665
C 0.348 -0.583 1.722 0.892
O 1.096 -0.586 2.649 -0.506
O -0.452 0.673 1.295 -0.542
H 1.502 0.924 -0.530 0.212
H 0.678 2.487 -0.492 0.226
H 0.424 1.391 -1.867 0.213
H -1.582 0.933 -0.454 0.184
H 0.191 -0.917 -1.468 0.192
H -1.450 -1.395 -0.838 0.192
H -0.433 -2.384 0.902 0.387
```

***

ORCA calculation (ωB97M-V/def2-TZVPD) on a molecular structure, C37H37CdN10S2.

The electronic energy comes out at -2943.945271 hartree. Its total charge is -1. As for the spin multiplicity: 1. The value obtained for the relative energy (zero: lowest compared OMol25 entry of this formula, charge and spin) is 0.702 eV. The largest force on an atom comes out at 0.3 eV Å⁻¹.

```
87
Properties=species:S:1:pos:R:3:lowdin_charge:R:1
Cd 1.305 0.012 -0.204 1.289
C -3.721 1.683 -3.902 -0.063
C -2.501 0.874 -3.571 -0.293
C -1.288 1.103 -4.219 -0.051
C -0.128 0.477 -3.816 -0.061
C -0.111 -0.431 -2.750 -0.313
N 1.045 -0.997 -2.225 -0.043
C 1.909 -1.649 -3.030 -0.247
C 1.637 -1.957 -4.388 -0.032
C 2.520 -2.626 -5.208 -0.071
C 3.746 -3.087 -4.743 -0.310
C 4.708 -3.843 -5.617 -0.076
C 4.012 -2.864 -3.400 -0.012
C 3.148 -2.175 -2.561 -0.122
N 3.573 -2.058 -1.197 -0.095
C 4.853 -1.994 -0.770 -0.103
C 4.850 -2.120 0.597 -0.074
C 3.494 -2.247 0.921 -0.191
N 2.727 -2.215 -0.159 0.023
C -1.340 -0.660 -2.119 -0.161
C -2.509 -0.022 -2.518 -0.042
N -1.422 -1.558 -1.008 -0.096
C -2.384 -2.467 -0.781 -0.074
C -2.102 -3.083 0.421 -0.089
C -0.918 -2.462 0.853 -0.175
N -0.528 -1.544 -0.012 0.005
H -3.709 2.011 -4.943 0.069
H -3.749 2.574 -3.271 0.067
H -4.638 1.115 -3.734 0.070
H -1.244 1.838 -5.014 0.112
H 0.815 0.712 -4.294 0.118
H 0.687 -1.643 -4.798 0.097
H 2.235 -2.808 -6.239 0.103
H 4.429 -3.753 -6.668 0.065
H 4.732 -4.910 -5.376 0.071
H 5.728 -3.466 -5.517 0.069
H 4.918 -3.275 -2.971 0.109
H 5.658 -1.825 -1.462 0.119
H 5.695 -2.060 1.260 0.090
H 3.032 -2.317 1.894 0.095
H -3.413 -0.178 -1.944 0.084
H -3.175 -2.615 -1.496 0.125
H -2.644 -3.885 0.890 0.087
H -0.328 -2.643 1.736 0.102
C 0.076 0.630 3.081 -0.210
N 1.148 0.583 2.103 -0.064
C 2.280 1.058 2.499 -0.137
C 3.425 1.183 1.665 -0.376
C 4.679 1.737 1.953 -0.076
C 5.385 1.724 0.750 -0.118
C 4.521 1.164 -0.202 -0.213
N 3.350 0.832 0.348 -0.076
C -0.618 1.972 3.195 -0.231
C -1.451 2.195 4.287 -0.078
C -2.140 3.389 4.426 -0.121
C -2.008 4.378 3.458 -0.109
C -1.170 4.164 2.373 -0.068
C -0.467 2.974 2.246 -0.057
H 0.477 0.375 4.073 0.112
H -0.673 -0.127 2.829 0.088
H 2.385 1.414 3.531 0.132
H 5.007 2.111 2.911 0.087
H 6.388 2.079 0.573 0.074
H 4.701 1.003 -1.256 0.098
H -1.547 1.425 5.045 0.100
H -2.775 3.552 5.290 0.092
H -2.548 5.311 3.555 0.093
H -1.072 4.914 1.599 0.107
H 0.167 2.816 1.383 0.045
S -2.822 0.955 0.633 0.721
C -3.709 0.553 1.981 -0.851
N -3.751 -0.717 2.453 0.011
C -4.503 -1.140 3.615 -0.186
C -4.585 0.016 4.598 -0.168
C -5.164 1.226 3.880 -0.186
N -4.418 1.476 2.666 0.008
H -3.266 -1.390 1.876 0.081
H -3.996 -1.998 4.060 0.118
H -5.515 -1.464 3.336 0.116
H -3.582 0.257 4.949 0.099
H -5.201 -0.249 5.457 0.112
H -5.106 2.116 4.509 0.112
H -6.223 1.049 3.653 0.115
H -4.267 2.419 2.347 0.114
S 1.059 2.522 -1.187 0.410
C -0.507 3.069 -1.487 -0.934
N -1.567 3.486 -1.703 0.035
```